# C42H96N4O8

A cluster of 8 separate species, C42H96N4O8 in total (wB97M-V/def2-TZVPD, the OMol25 dataset).

Last column: Mulliken charge in e.
Geometry (Å):
O -2.52 -0.28 -1.06  -0.468
H -3.12 -0.24 -1.81  0.196
H -3.05 -0.62 -0.35  0.197
O 0.28 -0.03 -0.35  0.708
H -0.67 -0.06 -0.43  -0.234
H 0.58 0.48 -1.11  0.150
C -2.75 -2.05 6.80  -1.869
C -2.53 -0.99 5.65  1.659
C -1.44 0.00 6.08  -0.379
C -0.07 -0.56 5.88  -1.302
C 0.16 -0.82 4.38  -0.513
C -0.83 -1.86 3.83  2.362
N -2.23 -1.63 4.32  0.470
O -3.17 -2.55 3.76  -0.477
C -0.90 -1.83 2.33  -2.458
C -0.41 -3.33 4.14  -2.088
C -3.80 -0.20 5.49  -1.921
H -3.63 -2.65 6.57  0.474
H -2.97 -1.45 7.69  0.424
H -1.92 -2.71 7.04  0.307
H -1.57 0.91 5.49  -0.361
H -1.71 0.21 7.12  0.651
H 0.02 -1.52 6.38  0.391
H 0.60 0.21 6.28  0.462
H 1.22 -1.08 4.40  0.583
H 0.25 0.11 3.82  -0.425
H -1.16 -0.90 1.82  -0.155
H 0.01 -2.13 1.81  0.616
H -1.62 -2.52 1.88  0.700
H -0.50 -3.51 5.21  0.338
H -0.91 -4.06 3.52  0.509
H 0.61 -3.44 3.77  0.476
H -3.78 0.36 4.56  0.180
H -3.97 0.54 6.27  0.413
H -4.61 -0.92 5.36  0.384
H -2.90 -3.34 4.24  0.391
C 2.89 0.30 -5.15  -1.332
C 3.99 -0.44 -4.36  1.953
C 4.67 -1.40 -5.44  -0.941
C 6.02 -1.92 -4.90  -0.706
C 6.98 -0.79 -4.50  -1.136
C 6.35 0.05 -3.33  1.817
N 4.98 0.49 -3.71  -0.067
O 4.30 1.32 -2.84  -0.318
C 6.45 -0.68 -2.05  -1.651
C 7.31 1.28 -3.14  -2.038
C 3.27 -1.37 -3.35  -0.080
H 3.17 0.83 -6.06  0.423
H 2.26 0.91 -4.51  -0.257
H 2.16 -0.48 -5.36  0.381
H 4.17 -2.37 -5.50  0.105
H 4.70 -0.99 -6.45  0.491
H 6.55 -2.27 -5.79  0.441
H 5.89 -2.71 -4.17  0.281
H 7.06 -0.08 -5.32  0.393
H 7.92 -1.26 -4.23  0.442
H 7.44 -1.10 -1.88  0.440
H 6.34 -0.08 -1.15  0.237
H 5.69 -1.47 -2.03  0.323
H 7.14 1.96 -3.99  0.452
H 6.97 1.91 -2.32  0.360
H 8.37 1.09 -3.01  0.383
H 3.83 -1.89 -2.58  0.198
H 2.71 -2.16 -3.85  -0.713
H 2.55 -0.84 -2.72  -0.119
H 4.22 0.76 -2.06  0.287
C 0.31 -3.54 -5.21  -1.564
C -0.73 -2.68 -4.47  1.963
C -2.09 -2.85 -5.17  -1.123
C -2.79 -4.26 -5.07  -0.761
C -2.82 -4.72 -3.57  -1.349
C -1.45 -4.50 -2.83  1.619
N -0.89 -3.16 -3.11  0.704
O 0.22 -2.86 -2.32  -0.311
C -1.88 -4.52 -1.33  -2.162
C -0.46 -5.68 -3.13  -1.849
C -0.37 -1.14 -4.35  -1.769
H 0.21 -4.62 -5.29  0.273
H 1.26 -3.34 -4.73  0.067
H 0.37 -3.14 -6.23  0.443
H -2.87 -2.17 -4.86  0.356
H -2.02 -2.71 -6.25  0.427
H -2.34 -5.05 -5.66  0.316
H -3.74 -4.05 -5.56  0.459
H -2.88 -5.81 -3.66  0.447
H -3.71 -4.37 -3.05  0.438
H -2.17 -3.58 -0.87  0.316
H -2.60 -5.32 -1.13  0.522
H -0.96 -4.79 -0.80  0.462
H -0.56 -6.21 -4.08  0.457
H 0.58 -5.44 -2.91  0.211
H -0.70 -6.55 -2.52  0.519
H -1.14 -0.64 -3.76  0.133
H -0.36 -0.68 -5.34  0.628
H 0.57 -0.87 -3.87  -0.134
H 0.04 -2.01 -1.91  0.188
C -2.68 4.60 1.52  -1.743
C -2.73 3.51 2.62  1.935
C -2.22 4.09 3.99  -0.755
C -3.28 4.99 4.61  -0.948
C -4.57 4.17 4.84  -1.090
C -5.13 3.50 3.58  1.174
N -4.06 2.85 2.81  1.047
O -4.48 2.23 1.70  -0.568
C -6.18 2.46 4.02  -1.745
C -5.88 4.59 2.73  -1.756
C -1.67 2.40 2.29  -1.786
H -3.57 4.39 0.92  0.525
H -1.86 4.52 0.80  0.171
H -2.90 5.62 1.85  0.302
H -1.93 3.30 4.68  0.034
H -1.43 4.84 3.90  0.476
H -3.57 5.78 3.92  0.347
H -2.94 5.34 5.59  0.435
H -5.26 4.92 5.22  0.397
H -4.41 3.46 5.66  0.362
H -6.75 2.07 3.17  0.390
H -5.71 1.62 4.51  0.249
H -6.91 2.89 4.70  0.411
H -5.13 5.33 2.47  0.372
H -6.31 4.15 1.84  0.312
H -6.73 4.97 3.29  0.479
H -0.75 2.88 2.62  0.461
H -1.72 2.07 1.25  0.515
H -1.82 1.53 2.93  -0.391
H -4.27 1.31 1.87  0.363
C 2.44 1.96 2.22  -1.480
C 3.54 1.54 1.29  1.568
C 4.86 1.45 2.07  -1.683
O 3.21 0.24 0.83  -0.557
H 2.33 1.39 3.14  0.302
H 1.46 1.96 1.74  0.158
H 2.54 3.01 2.52  0.576
H 3.58 2.19 0.42  -0.178
H 4.96 0.58 2.71  0.374
H 5.08 2.35 2.66  0.385
H 5.72 1.36 1.40  0.338
H 2.25 0.15 0.91  0.079
C 1.32 3.67 -3.68  -1.612
C 1.26 3.02 -2.28  0.947
C 0.20 3.77 -1.45  -1.651
O 0.74 1.68 -2.40  -0.215
H 2.02 3.13 -4.31  0.309
H 1.68 4.70 -3.61  0.456
H 0.35 3.74 -4.17  0.347
H 2.23 3.11 -1.79  -0.056
H 0.06 3.42 -0.43  0.117
H -0.72 3.77 -2.04  0.416
H 0.60 4.77 -1.36  0.531
H -0.21 1.79 -2.31  0.187

## Properties
**Orbital gap**: 8.0 eV
**SMILES**: CC1(C)CCCC(C)(C)N1O.CC1(C)CCCC(C)(C)N1O.CC1(C)CCCC(C)(C)N1O.CC1(C)CCCC(C)(C)N1O.CC(C)O.CC(C)O.O.O
**Multiplicity**: 1
**HOMO**: -7.9 eV
**Energy relative to the best compared isomer or geometry (same formula, charge and spin)**: 0.0 kJ/mol
**F_max**: 4.12 eV Å⁻¹

---

# C42H98N14O14

A cluster of 14 separate species, C42H98N14O14 in total (wB97M-V/def2-TZVPD, the OMol25 dataset).

Last column: Mulliken charge in e.
Geometry (Å):
C -3.33 -3.39 -11.38  -0.892
C -3.16 -3.79 -9.95  0.638
O -3.66 -4.84 -9.59  -0.599
N -2.47 -2.90 -9.13  -0.223
C -2.43 -2.98 -7.65  -0.857
H -2.71 -3.93 -12.10  0.282
H -2.90 -2.39 -11.45  0.281
H -4.41 -3.33 -11.54  0.242
H -1.99 -2.10 -9.51  0.228
H -3.01 -2.09 -7.39  0.317
H -1.44 -2.76 -7.23  0.287
H -2.70 -3.93 -7.21  0.297
C -7.18 -8.68 -3.97  -1.000
C -7.93 -9.98 -4.03  0.779
O -8.20 -10.60 -5.08  -0.677
N -8.44 -10.52 -2.94  -0.223
C -9.43 -11.68 -2.88  -0.745
H -6.43 -8.64 -3.19  0.339
H -7.83 -7.87 -3.61  0.212
H -6.81 -8.48 -4.98  0.278
H -8.13 -10.13 -2.06  0.206
H -8.74 -12.52 -2.92  0.273
H -10.02 -11.67 -3.80  0.274
H -9.99 -11.60 -1.94  0.285
C 4.40 11.36 1.57  -0.998
C 3.39 10.89 0.59  0.627
O 2.97 11.58 -0.26  -0.575
N 2.73 9.70 0.84  -0.182
C 1.68 9.15 0.03  -0.842
H 5.14 10.62 1.90  0.341
H 3.84 11.67 2.45  0.258
H 4.86 12.17 1.02  0.286
H 2.99 9.05 1.56  0.226
H 1.97 9.26 -1.02  0.272
H 0.77 9.73 0.17  0.252
H 1.48 8.09 0.21  0.335
C -3.29 6.94 4.50  -0.974
C -4.19 8.15 4.63  0.767
O -4.92 8.50 3.78  -0.615
N -4.05 8.73 5.80  -0.196
C -4.61 9.95 6.28  -0.888
H -2.83 6.66 3.55  0.316
H -3.86 6.07 4.83  0.237
H -2.52 7.12 5.25  0.266
H -3.35 8.32 6.39  0.155
H -5.38 9.63 6.99  0.292
H -5.07 10.61 5.54  0.335
H -3.90 10.63 6.76  0.305
C -8.32 -4.46 1.72  -1.045
C -9.27 -5.38 0.97  0.666
O -9.34 -6.55 1.31  -0.619
N -9.94 -4.86 -0.08  -0.183
C -10.91 -5.63 -0.89  -0.805
H -7.54 -4.13 1.04  0.301
H -7.89 -5.07 2.52  0.279
H -8.75 -3.60 2.24  0.320
H -9.72 -3.93 -0.41  0.241
H -10.49 -6.23 -1.70  0.215
H -11.59 -4.93 -1.37  0.351
H -11.62 -6.19 -0.27  0.278
C 5.86 -4.18 1.61  -0.992
C 5.61 -4.35 3.15  0.670
O 5.03 -5.40 3.44  -0.630
N 5.95 -3.30 3.91  -0.222
C 5.98 -3.36 5.41  -0.823
H 4.94 -4.39 1.05  0.289
H 6.82 -4.60 1.30  0.270
H 5.97 -3.11 1.44  0.315
H 6.53 -2.62 3.44  0.230
H 6.99 -3.49 5.80  0.296
H 5.36 -4.19 5.74  0.321
H 5.70 -2.43 5.89  0.277
C -4.79 -2.11 7.18  -1.040
C -3.47 -2.17 6.44  0.681
O -3.07 -1.13 5.98  -0.612
N -2.70 -3.27 6.51  -0.209
C -1.46 -3.76 5.88  -0.792
H -5.53 -1.43 6.78  0.307
H -4.57 -1.94 8.24  0.247
H -5.34 -3.05 7.07  0.354
H -3.13 -4.04 7.01  0.194
H -0.70 -4.34 6.40  0.297
H -0.98 -2.81 5.66  0.312
H -1.72 -4.29 4.96  0.260
C 3.49 4.34 7.95  -0.883
C 3.66 5.61 7.14  0.608
O 3.37 5.70 5.97  -0.630
N 3.96 6.72 7.86  -0.212
C 3.98 8.09 7.29  -0.800
H 3.33 4.53 9.02  0.312
H 4.38 3.74 7.77  0.232
H 2.65 3.78 7.54  0.277
H 4.01 6.79 8.86  0.253
H 2.99 8.37 6.92  0.253
H 4.63 8.09 6.42  0.255
H 4.41 8.84 7.95  0.335
C 6.84 6.19 -2.69  -1.041
C 6.43 7.27 -3.75  0.664
O 5.47 7.07 -4.46  -0.601
N 7.26 8.33 -3.86  -0.201
C 6.97 9.46 -4.84  -0.800
H 6.01 5.55 -2.41  0.291
H 7.37 6.70 -1.88  0.315
H 7.61 5.52 -3.09  0.278
H 8.16 8.41 -3.40  0.227
H 7.02 9.06 -5.86  0.273
H 7.61 10.31 -4.64  0.314
H 5.95 9.84 -4.91  0.281
C -3.15 -9.39 2.44  -0.946
C -1.72 -9.72 2.02  0.564
O -1.53 -9.90 0.83  -0.605
N -0.88 -10.19 2.93  -0.207
C 0.49 -10.47 2.63  -0.799
H -3.30 -9.38 3.52  0.306
H -3.90 -10.16 2.24  0.282
H -3.22 -8.39 2.01  0.259
H -0.94 -9.72 3.82  0.275
H 0.91 -9.86 1.83  0.293
H 0.49 -11.45 2.15  0.247
H 1.12 -10.28 3.50  0.331
C 0.74 0.03 0.81  -1.055
C 0.68 -1.15 -0.01  0.693
O 1.39 -1.25 -1.01  -0.617
N -0.25 -2.04 0.43  -0.186
C -0.46 -3.29 -0.23  -0.900
H 0.33 0.03 1.82  0.319
H 0.07 0.73 0.31  0.278
H 1.76 0.43 0.81  0.295
H -1.01 -1.64 0.97  0.255
H 0.18 -4.08 0.16  0.248
H -0.46 -3.12 -1.31  0.314
H -1.43 -3.71 0.01  0.356
C 4.69 -6.99 -9.58  -1.037
C 3.23 -6.77 -9.39  0.536
O 2.51 -7.50 -10.16  -0.646
N 2.84 -5.78 -8.55  -0.130
C 3.77 -4.81 -7.96  -0.795
H 5.33 -6.96 -8.69  0.374
H 5.16 -6.44 -10.39  0.246
H 4.77 -8.05 -9.79  0.323
H 1.86 -5.54 -8.51  0.250
H 3.28 -4.14 -7.25  0.304
H 4.13 -4.18 -8.77  0.325
H 4.66 -5.19 -7.46  0.247
C 11.94 1.22 0.85  -0.877
C 10.62 1.16 1.65  0.610
O 10.14 0.08 2.02  -0.664
N 10.05 2.32 1.91  -0.133
C 8.95 2.56 2.72  -0.864
H 12.74 0.63 1.31  0.276
H 12.29 2.24 0.73  0.309
H 11.64 0.72 -0.07  0.224
H 10.68 3.07 1.66  0.230
H 8.92 2.02 3.67  0.283
H 8.01 2.18 2.30  0.272
H 8.84 3.63 2.87  0.333
C -5.39 9.89 -3.25  -0.996
C -4.72 8.56 -3.50  0.585
O -4.07 8.47 -4.50  -0.590
N -4.91 7.57 -2.59  -0.231
C -4.22 6.28 -2.68  -0.782
H -6.43 9.60 -3.40  0.282
H -5.12 10.55 -4.07  0.267
H -5.15 10.34 -2.29  0.345
H -5.14 7.97 -1.69  0.264
H -4.39 5.74 -1.74  0.344
H -3.15 6.44 -2.76  0.283
H -4.66 5.67 -3.47  0.228

## Properties
**Orbital gap**: 9.0 eV
**Multiplicity**: 1
**HOMO**: -9.0 eV
**Energy relative to the best compared isomer or geometry (same formula, charge and spin)**: 854.9 kJ/mol
**F_max**: 4.14 eV Å⁻¹

---

Which of these has the lowest HOMO? C42H98N14O14

---

HOMO of number 2 (C42H98N14O14)? -9.0 eV